(1)
2 unconnected molecules or ions with the total composition C9H14, computed with ωB97M-V with the def2-TZVPD basis set.

Calculated values
- energy above the lowest of the compared OMol25 structures with the same formula, charge and spin (eV) = 0.461
- orbital gap (eV) = 10.0
- molar mass (g/mol) = 122.21
- total charge = 0
- SMILES = Cc1ccccc1.CC

Each line ends with the Löwdin charge.
Geometry (Å):
C: -1.83518 1.13107 -1.85322  -0.165
C: -2.15897 0.74375 -3.32474  -0.153
H: -1.68873 2.19183 -1.66655  0.060
H: -2.62407 0.72160 -1.22907  0.051
H: -0.95222 0.59689 -1.51444  0.044
H: -1.81459 1.50466 -4.00993  0.054
H: -1.67935 -0.20305 -3.55228  0.057
H: -3.22643 0.57033 -3.38880  0.053
C: 2.82765 0.83228 1.38122  -0.058
C: 1.77901 -1.47521 1.43906  -0.049
C: 1.63392 -0.09255 1.42014  -0.286
C: 0.62650 -2.26628 1.38852  -0.093
C: 0.35361 0.47853 1.46534  -0.060
C: -0.61794 -1.70364 1.22957  -0.102
C: -0.76367 -0.31920 1.30676  -0.104
H: 2.80324 -1.82508 1.31532  0.110
H: 0.76165 -3.34241 1.39846  0.100
H: 2.68416 1.71189 0.76255  0.076
H: 3.71961 0.29891 1.05059  0.070
H: 0.29314 1.55953 1.53994  0.111
H: -1.48267 -2.32143 1.02963  0.100
H: -1.73972 0.13627 1.39995  0.101
H: 3.10105 1.07129 2.41197  0.083

Forces on the atoms, in the same order (eV/Å):
0.0 -0.9 -0.4
0.2 0.1 1.2
-0.2 0.0 -0.1
-0.2 0.3 0.3
0.3 0.2 0.0
-0.1 0.1 -0.3
0.1 -0.1 -0.2
-0.2 0.2 -0.5
0.5 -0.9 0.6
-0.3 0.9 -0.5
-0.1 0.5 0.0
1.1 -0.6 -0.4
0.5 -0.3 -0.4
-0.4 0.3 0.1
0.1 0.1 0.7
-0.4 -0.5 0.4
-0.2 0.0 -0.1
-0.1 0.1 0.1
-0.1 0.0 -0.4
-0.2 -0.1 0.0
0.0 -0.1 0.3
-0.1 -0.1 -0.4
-0.2 0.6 0.0

(2)
C4H5OP in the gas phase, computed with ωB97M-V with the def2-TZVPD basis set.

Calculated values
- energy above the lowest of the compared OMol25 structures with the same formula, charge and spin (eV) = 1.269
- orbital gap (eV) = 8.3
- molar mass (g/mol) = 100.06
- total charge = 0
- SMILES = C=C/C=C/P=O

Each line ends with the Löwdin charge.
Geometry (Å):
C: 0.38356 -0.06594 -0.55806  -0.265
C: 1.18570 -0.52000 0.60606  -0.152
C: -0.85130 0.39882 -0.50263  -0.306
C: 0.48859 -1.19655 1.53285  0.000
O: -1.79983 2.63666 -2.31035  -0.520
P: -1.16318 1.26852 -2.18432  0.881
H: 0.81965 0.08435 -1.50879  0.032
H: 2.26785 -0.53588 0.53161  0.097
H: -0.62990 -1.16638 1.59237  0.072
H: 0.96617 -1.39925 2.53575  0.076
H: -1.66731 0.49564 0.26551  0.083

Forces on the atoms, in the same order (eV/Å):
0.3 0.5 1.5
-1.6 -1.7 -0.8
-3.1 2.1 -0.8
0.4 1.4 2.4
0.7 -2.3 1.3
0.1 0.9 -0.6
1.1 -0.2 -1.1
-0.1 0.3 0.3
1.2 -0.3 -0.5
-0.4 -0.4 -1.4
1.5 -0.3 -0.3

(3)
C4H5NOS in the gas phase, computed with ωB97M-V with the def2-TZVPD basis set.

Calculated values
- energy above the lowest of the compared OMol25 structures with the same formula, charge and spin (eV) = 3.922
- orbital gap (eV) = 9.2
- molar mass (g/mol) = 115.16
- total charge = 0
- SMILES = C1=COCSN=C1

Each line ends with the Löwdin charge.
Geometry (Å):
C: -0.13499 1.32597 0.98860  -0.408
C: 1.27219 0.23384 -0.51199  -0.218
C: 0.71161 -0.92068 -0.65043  -0.027
C: -0.94278 -1.34796 -0.65394  -0.175
H: -0.60563 2.38068 1.17189  0.084
H: 0.36212 0.77587 1.89880  0.133
H: 2.24582 0.40954 -0.82579  0.104
H: 1.45055 -1.71242 -0.89410  0.098
H: -1.24645 -2.47532 -1.11106  0.143
N: -1.98076 -0.80160 -0.04715  -0.441
O: 0.84170 1.42450 0.00199  -0.126
S: -1.97336 0.70757 0.63317  0.834

Forces on the atoms, in the same order (eV/Å):
-1.9 0.5 1.5
-0.1 2.9 0.9
-4.2 -3.5 -0.6
-0.1 -1.6 1.3
1.8 -1.6 0.3
-1.5 1.1 -1.5
1.9 -0.2 -0.4
-1.1 0.3 -0.3
1.4 3.3 1.1
2.9 -1.0 -2.0
-1.1 -0.4 -0.6
2.0 0.1 0.1

(4)
A molecular structure, C4H5ClO2S, computed with ωB97M-V with the def2-TZVPD basis set.

Calculated values
- energy above the lowest of the compared OMol25 structures with the same formula, charge and spin (eV) = 2.692
- orbital gap (eV) = 9.3
- molar mass (g/mol) = 152.60
- total charge = 0

Each line ends with the Löwdin charge.
Geometry (Å):
C: -0.75192 0.83054 -0.00834  -0.683
C: -0.35221 -0.59542 0.38285  -0.560
C: 0.55958 -0.78966 1.57236  -0.072
C: 1.06011 -1.18819 0.27857  -0.598
H: 1.00860 1.27852 -0.06133  0.019
H: -2.13941 -0.84170 -0.63249  0.110
H: 1.07950 0.24920 1.75976  0.152
H: 0.28404 -1.47487 2.39586  0.136
H: 0.78726 -2.24106 -0.15426  0.164
O: 0.18206 1.76893 -0.03109  0.026
O: -1.40745 -1.43985 0.12906  -0.140
S: -2.28984 1.09931 -0.62659  0.790
Cl: 2.48984 -0.39620 -0.43639  0.658

Forces on the atoms, in the same order (eV/Å):
-0.7 -0.4 -1.2
-1.5 1.5 -0.7
0.4 2.1 1.4
-1.1 -2.6 -2.7
1.0 0.2 0.1
2.6 -1.4 2.9
-1.3 -2.2 0.7
0.4 0.6 -0.5
1.3 1.9 1.0
-0.7 -0.3 0.2
-1.4 0.9 -1.9
1.3 0.0 0.6
-0.5 -0.3 0.2

(5)
A molecular structure, C16H16N6O4Pt, computed with ωB97M-V with the def2-TZVPD basis set.

Calculated values
- energy above the lowest of the compared OMol25 structures with the same formula, charge and spin (eV) = 0.001
- orbital gap (eV) = 5.4
- molar mass (g/mol) = 551.42
- total charge = +2

Each line ends with the Löwdin charge.
Geometry (Å):
Pt: 0.05350 1.01751 0.73197  1.285
N: 1.98096 0.98914 1.24815  -0.055
N: 2.60137 2.15838 0.76214  0.057
C: 1.85395 3.27721 0.58905  -0.366
N: 2.42483 4.43088 0.34135  0.259
N: 0.54092 3.03056 0.74805  -0.020
N: -0.33163 4.09652 1.09047  -0.403
O: 0.01215 5.23508 0.85309  0.114
O: -1.38123 3.76676 1.56073  0.094
H: 2.21392 0.86195 2.23537  0.155
H: 2.31731 0.11922 0.72046  0.076
H: 3.60859 2.16374 0.70093  0.183
H: 3.42832 4.53420 0.33515  0.154
H: 1.84118 5.25216 0.25455  0.122
C: -2.16988 1.06488 0.73492  0.023
C: -1.88941 1.03226 -0.61748  -0.325
C: -1.67830 2.27764 -1.34811  0.021
C: -1.63952 2.26911 -2.70447  0.001
C: -1.81412 1.04541 -3.38340  0.087
C: -1.99929 -0.18818 -2.71956  0.009
C: -2.01818 -0.21627 -1.36411  0.053
H: -2.46895 0.15728 1.23897  0.078
H: -2.44790 1.99401 1.22028  0.088
H: -1.63280 3.20411 -0.78977  0.116
H: -1.50260 3.18467 -3.26315  0.136
H: -1.81998 1.05385 -4.46954  0.144
H: -2.14368 -1.09436 -3.29216  0.138
H: -2.23430 -1.12539 -0.81664  0.134
O: 2.20749 -1.15581 -0.24130  0.055
C: 1.21877 -1.68446 0.25344  -0.392
N: 0.11089 -0.99023 0.78187  -0.046
C: -0.83899 -1.97336 1.20603  -0.403
O: -1.92527 -1.76757 1.68916  0.105
C: -0.25342 -3.30526 0.94836  -0.105
C: -0.77458 -4.55835 1.18473  0.035
C: 0.01303 -5.64719 0.81329  -0.019
C: 1.27170 -5.46820 0.24665  -0.022
C: 1.77812 -4.19307 0.00440  0.032
C: 0.98441 -3.12929 0.37816  -0.109
H: -1.75335 -4.69004 1.62698  0.134
H: -0.36337 -6.65020 0.96193  0.123
H: 1.86721 -6.33422 -0.00722  0.122
H: 2.75211 -4.04506 -0.44374  0.132

Forces on the atoms, in the same order (eV/Å):
-1.0 -0.3 -0.8
1.1 -0.4 0.4
0.2 0.4 -0.3
0.3 -0.4 0.6
0.1 0.0 -0.1
-0.9 0.4 0.1
0.5 0.4 -0.4
0.1 -0.2 0.0
-0.2 -0.2 0.2
-0.3 0.1 0.1
0.1 0.4 -0.4
0.0 0.0 -0.1
0.0 0.0 0.0
0.0 0.0 0.0
-1.1 0.2 0.9
1.0 0.1 -0.1
-0.3 -0.2 0.1
0.0 -0.1 -0.3
0.0 -0.1 0.1
0.0 0.2 -0.3
0.0 0.3 0.3
0.0 -0.2 0.1
0.2 -0.1 -0.1
0.0 -0.1 -0.1
0.0 0.0 0.0
0.0 0.0 0.1
0.0 0.0 0.0
0.1 0.0 0.0
0.1 0.4 0.4
-0.5 0.0 -0.1
0.1 -0.9 -0.3
-0.1 0.0 0.4
0.1 0.5 -0.3
-0.2 -0.1 0.1
-0.1 -0.1 0.0
-0.1 0.0 0.0
0.1 0.0 0.0
0.2 -0.1 0.0
0.2 0.0 -0.3
0.0 0.0 0.0
0.0 0.0 0.0
0.0 0.0 0.0
0.0 0.0 0.0

(6)
A gas-phase ion, C5H9N2 (charge +1), computed with ωB97M-V with the def2-TZVPD basis set.

Calculated values
- energy above the lowest of the compared OMol25 structures with the same formula, charge and spin (eV) = 4.168
- orbital gap (eV) = 9.6
- molar mass (g/mol) = 97.14
- total charge = +1
- SMILES = C=NCC[N+]#CC

Each line ends with the Löwdin charge.
Geometry (Å):
C: 0.08153 -1.36876 -0.43035  0.039
C: -0.46703 2.18550 -0.92352  0.011
C: -0.18526 -0.12347 1.75242  -0.119
C: 0.25033 1.17351 1.18204  -0.206
C: 0.29511 -2.26127 -1.52863  0.026
N: -0.07893 -0.99733 0.65158  0.183
N: -0.45460 1.29367 -0.06466  -0.039
H: 0.08676 3.08867 -0.97268  0.084
H: -1.11520 1.96297 -1.72745  0.071
H: 0.44381 -0.55571 2.56972  0.172
H: -1.20551 -0.02896 1.88411  0.120
H: 0.04641 1.90257 1.91823  0.122
H: 1.36330 1.21562 1.06701  0.151
H: 1.00161 -3.04606 -1.38473  0.100
H: 0.76123 -1.77284 -2.37935  0.107
H: -0.82356 -2.66811 -1.61373  0.177

Forces on the atoms, in the same order (eV/Å):
0.8 -0.6 2.9
0.1 0.2 -0.2
1.9 -1.2 0.2
2.3 1.2 -1.0
-2.8 0.0 -0.9
0.7 -1.7 -2.5
-0.6 -0.8 1.2
0.7 1.0 0.3
-0.7 0.2 -1.2
-0.9 0.6 -0.4
-2.2 -0.2 1.3
-0.6 1.2 0.6
-0.7 -0.2 -0.1
0.3 -0.8 1.2
-0.9 0.4 -0.5
2.5 0.5 -0.8

(7)
C12H14 in the gas phase, computed with ωB97M-V with the def2-TZVPD basis set.

Calculated values
- energy above the lowest of the compared OMol25 structures with the same formula, charge and spin (eV) = 5.510
- orbital gap (eV) = 9.4
- molar mass (g/mol) = 158.24
- total charge = 0
- SMILES = C#CCCC(C)(C)C#CC#CC

Each line ends with the Löwdin charge.
Geometry (Å):
C: -1.31710 -0.33184 -0.00237  -0.001
C: -2.67628 -0.22057 -0.08179  -0.069
C: 0.41204 3.39726 0.56873  0.119
C: -0.13186 -0.66457 -0.05477  0.016
C: -3.85925 0.00241 -0.06420  -0.063
C: 1.15786 2.56953 0.13597  -0.139
C: 2.10281 1.62369 -0.44161  -0.161
C: 2.11149 0.36089 0.49467  -0.133
C: 1.30118 -0.84422 -0.01539  -0.616
C: -5.33057 0.19303 -0.03500  -0.090
C: 1.80790 -1.42694 -1.33531  -0.057
C: 1.41176 -1.94924 1.01138  -0.073
H: 0.01121 4.22866 1.02089  0.002
H: 1.75258 1.34971 -1.41020  0.094
H: 3.10527 1.88842 -0.53940  0.094
H: 3.12608 0.02351 0.48100  0.095
H: 1.93172 0.57339 1.58528  0.145
H: -5.59941 -0.82800 -0.37627  0.089
H: -5.66323 0.86715 -0.71961  0.023
H: -5.78408 0.55738 0.97021  0.116
H: 1.21958 -2.41528 -1.70269  0.134
H: 2.79584 -1.80834 -1.23447  0.056
H: 1.58753 -0.68424 -2.24009  0.120
H: 0.98415 -1.51932 1.90277  0.077
H: 2.60862 -2.04270 1.18342  0.142
H: 0.93417 -2.89976 0.89886  0.081

Forces on the atoms, in the same order (eV/Å):
2.8 -1.5 -0.5
-0.6 0.5 0.3
0.9 -0.8 -0.3
-3.1 2.3 -0.3
-0.6 0.8 0.4
0.7 0.6 -0.6
-2.3 -1.8 1.9
0.0 0.0 -0.2
-0.6 -1.5 -0.2
1.2 -2.3 2.6
-2.9 -0.4 -3.2
3.9 0.6 1.9
-1.1 1.1 0.6
-0.3 -0.3 -0.8
1.5 1.4 0.0
0.8 -0.5 0.0
-0.3 0.1 -1.2
-1.0 0.6 0.6
-0.7 1.9 -2.2
1.0 -1.2 -1.5
0.9 2.3 1.2
1.2 0.3 -0.2
1.1 -1.5 1.8
0.1 -0.1 0.8
-2.7 -0.4 -0.1
-0.1 -0.4 -0.9

(8)
C4H3N3O in the gas phase, computed with ωB97M-V with the def2-TZVPD basis set.

Calculated values
- energy above the lowest of the compared OMol25 structures with the same formula, charge and spin (eV) = 2.466
- orbital gap (eV) = 9.3
- molar mass (g/mol) = 109.09
- total charge = 0
- SMILES = O=c1cnnccn1

Each line ends with the Löwdin charge.
Geometry (Å):
C: -0.43812 -0.78824 -0.97354  -0.482
C: -1.51984 -0.48449 0.06032  -0.027
C: 1.03577 0.44094 0.86196  -0.131
C: 1.05733 0.86193 -0.50369  -0.071
H: -2.53274 -0.60748 -0.16833  0.097
H: 2.02767 0.35756 1.33704  0.119
H: 1.55755 1.71223 -0.81541  0.096
N: -1.26574 0.02548 1.21283  0.037
N: 0.05145 0.16011 1.65493  0.058
N: 0.32585 0.26992 -1.40238  0.181
O: -0.29918 -1.94796 -1.26372  0.124

Forces on the atoms, in the same order (eV/Å):
-0.9 -1.7 1.5
2.1 1.7 0.5
0.7 -0.2 2.4
-3.2 -2.2 -1.8
-1.4 -0.4 -0.5
-0.5 0.4 0.1
1.4 1.5 -0.4
0.3 0.2 -0.3
0.1 -0.8 -1.3
0.9 1.2 0.6
0.4 0.2 -0.8

Asked for calculated total energy across the records above, the calculation gives -351.313250; -571.920385; -683.463795; -1164.182810; -1367.426775; -305.076871; -465.405852; -393.628800 a.u. in order.